The following is a DFT calculation (ωB97M-V/def2-TZVPD) of the ion C13H9Cl3N5 with charge +1 in a non-equilibrium geometry.

```
30
Properties=species:S:1:pos:R:3:mulliken_charge:R:1
Cl 3.241 -3.557 0.352 -0.129
Cl 2.503 0.430 5.068 -0.140
Cl 5.527 -3.385 2.746 -0.129
N -2.122 2.574 -0.919 0.044
N -0.286 -1.464 1.182 -0.239
N 1.770 -0.838 2.877 -0.489
N 0.898 -1.956 0.954 -0.095
N 5.647 -1.410 5.681 -0.383
C -1.347 1.859 -1.743 -0.194
C 3.805 -1.615 3.838 0.567
C -2.388 3.996 -1.193 -0.951
C -1.584 -0.088 -0.301 0.832
C 2.700 -0.765 3.834 0.342
C -1.049 0.537 -1.444 -0.573
C -1.252 -1.519 0.084 -0.978
C -2.645 2.044 0.211 0.073
C 4.014 -2.481 2.775 0.284
C 4.795 -1.518 4.875 -0.433
C 3.094 -2.512 1.736 0.442
C 1.939 -1.743 1.875 0.247
C -2.411 0.689 0.509 -0.726
H -3.087 4.098 -2.032 0.351
H -2.840 0.307 1.409 0.453
H -0.337 -0.041 -2.029 0.415
H -2.177 -2.001 0.444 0.364
H -3.277 2.669 0.873 0.352
H -2.860 4.483 -0.350 0.313
H -0.832 -2.035 -0.756 0.550
H -1.450 4.541 -1.348 0.388
H -0.998 2.310 -2.665 0.443
```

HOMO-LUMO gap	7.39	eV
SMILES	C[n+]1ccc(C/N=N/c2nc(Cl)c(C#N)c(Cl)c2Cl)cc1
HOMO level	-12.1	eV
energy	-2154.83351	a.u.
total charge	+1